Record 1
The following is a DFT calculation (the ωB97M-V functional and the def2-TZVPD basis) of C23H12BrF6HgN7O5S2 as an isolated structure.

```
57
Properties=species:S:1:pos:R:3:lowdin_charge:R:1
Hg -0.171 -0.150 -0.396 1.1165
O 2.731 5.809 -0.722 0.0781
C 2.161 4.593 -0.565 -0.2963
C 0.988 4.406 0.177 0.0095
C 0.450 3.145 0.274 -0.1204
N 0.998 2.069 -0.298 -0.0365
C 2.129 2.255 -0.976 -0.7216
Br 2.945 0.698 -1.681 0.7801
C 2.752 3.472 -1.152 -0.0370
H 2.184 6.481 -0.294 0.1136
H 0.505 5.240 0.663 0.1143
H -0.453 2.965 0.838 0.0945
H 3.654 3.559 -1.733 0.1114
F -3.608 0.459 4.203 0.1386
C -2.525 0.891 3.565 -0.6474
F -1.522 0.896 4.449 0.1328
F -2.746 2.163 3.220 0.1222
S -2.116 -0.082 1.990 0.5768
O -1.312 0.878 1.277 -0.4118
O -1.482 -1.285 2.403 -0.2427
N -3.566 -0.220 1.425 -0.2798
S -3.731 0.000 -0.126 0.5885
O -2.584 -0.423 -0.877 -0.3596
O -5.015 -0.411 -0.574 -0.2497
C -3.848 1.886 -0.299 -0.6455
F -4.405 2.212 -1.465 0.1394
F -4.658 2.331 0.669 0.1206
F -2.709 2.571 -0.209 0.1227
C -0.517 -4.465 -1.546 -0.0824
C -0.658 -3.088 -1.497 -0.1381
N 0.014 -2.308 -0.654 -0.0250
C 0.891 -2.898 0.224 -0.1674
C 1.090 -4.310 0.232 -0.1744
C 0.369 -5.088 -0.671 -0.0357
C 2.015 -4.864 1.159 -0.0383
C 2.698 -4.075 2.029 -0.0362
C 2.523 -2.662 2.044 -0.1710
C 3.217 -1.828 2.918 -0.0512
C 2.994 -0.453 2.855 -0.0955
C 2.088 0.039 1.936 -0.1737
N 1.407 -0.719 1.077 -0.0403
C 1.607 -2.076 1.124 -0.1790
H -1.090 -5.043 -2.254 0.0915
H -1.348 -2.584 -2.164 0.1055
H 0.509 -6.161 -0.691 0.1054
H 2.160 -5.937 1.157 0.1064
H 3.395 -4.507 2.735 0.1058
H 3.923 -2.244 3.623 0.0997
H 3.520 0.224 3.511 0.0867
H 1.901 1.104 1.884 0.0944
N -0.315 0.401 -2.374 0.0404
C -0.727 0.697 -3.429 -0.1590
C -1.130 1.066 -4.666 -0.2975
C -0.772 2.324 -5.155 -0.2580
N -0.471 3.357 -5.569 0.1125
C -1.872 0.197 -5.469 -0.2542
N -2.471 -0.506 -6.157 0.1170
```

## Properties
Charge: -1
Energy above the lowest of the compared OMol25 structures with the same formula, charge and spin (kcal per mole): 17.4
E_HOMO (alpha / beta) (eV): -2.561 / -5.615
2S+1: 2
LUMO energy (alpha / beta) (eV): 1.91 / 1.91
F_max (eV/Å): 3.39
E_tot (eV): -156906.4952


Record 2
The following is a DFT calculation (the ωB97M-V functional and the def2-TZVPD basis) of C23H15AuINO4 as an isolated structure.

```
45
Properties=species:S:1:pos:R:3:lowdin_charge:R:1
Au -1.610 0.601 0.432 1.0228
I -2.586 -1.978 -0.622 1.0140
C -0.659 -2.067 -1.452 -0.6236
C -0.355 -3.224 -2.104 -0.1605
C 0.899 -3.371 -2.737 -0.0638
C 1.792 -2.345 -2.715 -0.0247
C 1.505 -1.137 -2.035 -0.1638
C 2.464 -0.092 -2.007 -0.0229
C 2.239 1.057 -1.312 -0.0609
C 1.035 1.215 -0.592 -0.0928
C 0.087 0.233 -0.624 -0.2347
C 0.257 -0.975 -1.361 -0.2373
H -1.077 -4.031 -2.146 0.0887
H 1.132 -4.297 -3.247 0.1110
H 2.756 -2.441 -3.205 0.1209
H 3.393 -0.236 -2.550 0.1204
H 2.976 1.850 -1.294 0.1109
H 0.883 2.109 -0.001 0.1044
C -4.317 4.139 -1.371 -0.0840
C -3.721 3.241 -2.252 -0.0825
C -2.956 2.189 -1.760 -0.1140
C -2.812 2.067 -0.386 -0.2531
C -3.393 2.941 0.511 -0.1038
C -4.158 3.987 0.001 -0.0806
H -4.909 4.959 -1.757 0.1046
H -3.845 3.355 -3.322 0.1058
H -2.491 1.491 -2.441 0.0960
H -3.270 2.816 1.583 0.1067
H -4.623 4.682 0.688 0.1082
O -1.178 -0.177 4.690 0.0722
C -0.964 -0.108 3.494 -0.6245
O -1.772 0.352 2.586 -0.1960
C 0.366 -0.588 2.963 -0.1389
C 1.544 -0.095 3.516 0.0079
C 2.772 -0.538 3.051 0.0138
C 2.800 -1.473 2.030 -0.1415
C 1.646 -1.997 1.486 0.0025
C 0.425 -1.553 1.968 -0.0477
N 4.105 -1.965 1.534 -0.3462
O 4.111 -2.611 0.500 0.0635
O 5.101 -1.692 2.178 0.0771
H 1.487 0.626 4.321 0.1270
H 3.701 -0.174 3.465 0.1200
H 1.711 -2.745 0.708 0.1216
H -0.492 -2.000 1.592 0.0778
```

## Properties
Energy above the lowest of the compared OMol25 structures with the same formula, charge and spin (kcal per mole): 31.7
E_HOMO (eV): -8.747
LUMO energy (eV): -2.52
F_max (eV/Å): 2.26
E_tot (eV): -45561.9808


What did the second record say?
The following is a DFT calculation (the ωB97M-V functional and the def2-TZVPD basis) of C23H15AuINO4 as an isolated structure.

```
45
Properties=species:S:1:pos:R:3:lowdin_charge:R:1
Au -1.610 0.601 0.432 1.0228
I -2.586 -1.978 -0.622 1.0140
C -0.659 -2.067 -1.452 -0.6236
C -0.355 -3.224 -2.104 -0.1605
C 0.899 -3.371 -2.737 -0.0638
C 1.792 -2.345 -2.715 -0.0247
C 1.505 -1.137 -2.035 -0.1638
C 2.464 -0.092 -2.007 -0.0229
C 2.239 1.057 -1.312 -0.0609
C 1.035 1.215 -0.592 -0.0928
C 0.087 0.233 -0.624 -0.2347
C 0.257 -0.975 -1.361 -0.2373
H -1.077 -4.031 -2.146 0.0887
H 1.132 -4.297 -3.247 0.1110
H 2.756 -2.441 -3.205 0.1209
H 3.393 -0.236 -2.550 0.1204
H 2.976 1.850 -1.294 0.1109
H 0.883 2.109 -0.001 0.1044
C -4.317 4.139 -1.371 -0.0840
C -3.721 3.241 -2.252 -0.0825
C -2.956 2.189 -1.760 -0.1140
C -2.812 2.067 -0.386 -0.2531
C -3.393 2.941 0.511 -0.1038
C -4.158 3.987 0.001 -0.0806
H -4.909 4.959 -1.757 0.1046
H -3.845 3.355 -3.322 0.1058
H -2.491 1.491 -2.441 0.0960
H -3.270 2.816 1.583 0.1067
H -4.623 4.682 0.688 0.1082
O -1.178 -0.177 4.690 0.0722
C -0.964 -0.108 3.494 -0.6245
O -1.772 0.352 2.586 -0.1960
C 0.366 -0.588 2.963 -0.1389
C 1.544 -0.095 3.516 0.0079
C 2.772 -0.538 3.051 0.0138
C 2.800 -1.473 2.030 -0.1415
C 1.646 -1.997 1.486 0.0025
C 0.425 -1.553 1.968 -0.0477
N 4.105 -1.965 1.534 -0.3462
O 4.111 -2.611 0.500 0.0635
O 5.101 -1.692 2.178 0.0771
H 1.487 0.626 4.321 0.1270
H 3.701 -0.174 3.465 0.1200
H 1.711 -2.745 0.708 0.1216
H -0.492 -2.000 1.592 0.0778
```

## Properties
Energy above the lowest of the compared OMol25 structures with the same formula, charge and spin (kcal per mole): 31.7
E_HOMO (eV): -8.747
LUMO energy (eV): -2.52
F_max (eV/Å): 2.26
E_tot (eV): -45561.9808